A) This record from OMol25 describes an isolated ion of composition C9H13N3 and charge +2. The level of theory is the ωB97M-V functional and the def2-TZVPD basis.

Each line ends with the Löwdin charge.
Geometry (Å):
C 1.167 -2.105 -0.118  -0.1391
C -0.136 2.880 -0.532  -0.0045
C 0.213 0.980 1.237  0.0840
C 0.684 -2.250 1.204  -0.0815
C 0.479 2.304 0.776  -0.0405
C 0.362 0.839 -1.704  -0.1231
C -0.566 -1.290 1.396  -0.0104
C -0.451 -0.075 -0.850  -0.0541
C -1.361 -1.035 -1.391  0.0549
N -0.103 2.136 -1.531  0.1243
N 1.495 -1.635 -1.123  0.2536
N -0.275 -0.046 0.570  0.0402
H -0.487 3.869 -0.465  0.1404
H 0.329 0.652 2.202  0.1381
H 0.376 -3.269 1.698  0.2026
H 1.452 -2.008 1.834  0.1003
H 1.601 2.435 0.482  0.2248
H 0.650 2.882 1.702  0.1580
H 1.355 0.879 -1.361  0.1413
H 0.166 0.443 -2.644  0.1330
H -1.435 -1.678 0.988  0.0943
H -0.537 -1.180 2.524  0.1776
H -0.888 -1.429 -2.217  0.1093
H -2.239 -0.557 -1.867  0.1817
H -1.849 -1.742 -0.809  0.0948

As for the total charge: +2. The calculation puts the HOMO-LUMO gap (alpha / beta) at 7.18 / 7.18 eV. The LUMO energy (alpha / beta) comes out at -10.91 / -10.91 eV.

***

B) This record from OMol25 describes an isolated ion of composition C9H13N3 and charge +2. The level of theory is the ωB97M-V functional and the def2-TZVPD basis.

Each line ends with the Löwdin charge.
Geometry (Å):
C 0.513 -0.411 2.388  0.0478
C 1.142 0.939 2.226  -0.0374
C -0.615 -0.279 -2.282  -0.1049
C -1.714 -1.131 -1.408  0.0279
C 1.295 1.321 0.688  -0.0600
C 0.059 0.787 -1.534  -0.0216
C -0.070 -1.782 0.299  -0.0610
C -0.942 0.211 0.362  0.0534
C 1.034 -0.924 0.122  -0.0127
N -1.275 -0.995 -0.025  0.0460
N 0.649 -1.270 1.429  0.1279
N 0.393 0.445 0.011  -0.1279
H -0.120 -0.610 3.210  0.1541
H 0.483 1.622 2.722  0.1265
H 2.131 0.968 2.775  0.1799
H 0.125 -0.909 -2.714  0.1214
H -1.071 0.187 -3.143  0.1417
H -2.693 -0.595 -1.500  0.1777
H -1.453 -2.147 -1.588  0.1340
H 1.067 2.474 0.602  0.2021
H 2.301 1.230 0.499  0.1176
H 1.110 0.961 -2.006  0.2052
H -0.631 1.795 -1.635  0.2178
H -0.072 -2.814 0.058  0.1799
H -1.649 0.925 0.441  0.1648

As for the total charge: +2. The calculation puts the HOMO-LUMO gap (alpha / beta) at 6.22 / 6.46 eV. The LUMO energy (alpha / beta) comes out at -11.16 / -11.13 eV.

***

A) is preferred energetically. Next in line: 80.9 kcal/mol higher.

***

A) This record from OMol25 describes a single C5H9FO2 molecule. The level of theory is the ωB97M-V functional and the def2-TZVPD basis.

Each line ends with the Löwdin charge.
Geometry (Å):
C -0.365 0.133 -1.382  -0.2789
C -1.294 -0.695 -0.516  -0.1623
C -0.433 0.024 1.574  -0.1590
C 1.102 0.273 1.285  -0.1812
C 1.131 -0.043 -1.071  -0.1590
H -0.554 -0.140 -2.453  0.1580
H -1.565 -1.672 -0.947  0.1380
H -2.204 0.019 -0.508  0.1540
H -1.032 0.916 1.395  0.1147
H -0.538 -0.248 2.614  0.1138
H 1.613 -0.008 2.219  0.1254
H 1.244 1.359 1.096  0.1302
H 1.693 0.906 -1.365  0.1532
H 1.430 -0.830 -1.765  0.1290
O -1.019 -1.018 0.822  -0.1254
O 1.495 -0.449 0.198  -0.1172
F -0.702 1.475 -1.197  -0.0334

As for the total charge: 0. The calculation puts the HOMO-LUMO gap at 10.68 eV. The LUMO energy comes out at 0.94 eV. Its structure (SMILES) is FC1COCCOC1.

***

B) This record from OMol25 describes a single C5H9FO2 molecule. The level of theory is the ωB97M-V functional and the def2-TZVPD basis.

Each line ends with the Löwdin charge.
Geometry (Å):
C 1.265 -0.152 -0.219  -0.3211
C 0.900 1.233 -0.583  -0.0998
C -1.255 0.912 0.621  -0.1405
C -1.307 -0.580 0.610  -0.1240
C 0.252 -1.277 -0.592  -0.2825
H 2.272 -0.484 -0.702  0.1751
H 0.859 1.480 -1.667  0.1501
H 1.406 1.963 0.082  0.1361
H -0.518 1.175 1.405  0.1167
H -2.315 1.379 0.717  0.1547
H -2.143 -1.238 0.796  0.1164
H -0.448 -1.187 1.275  0.1699
H 0.461 -1.979 0.108  0.0746
H 0.829 -1.668 -1.547  0.1587
O -0.579 1.523 -0.579  -0.1744
O -1.048 -0.931 -0.867  -0.0800
F 1.368 -0.169 1.142  -0.0301

As for the total charge: 0. The calculation puts the HOMO-LUMO gap at 10.72 eV. The LUMO energy comes out at 0.96 eV. Its structure (SMILES) is FC1COCCOC1.

***

A) is preferred energetically. Next in line: 61.6 kcal/mol higher.